Entry 1:
C44H36MoN12O7S3 | ωB97M-V/def2-TZVPD

## Properties
Relative energy (zero: lowest compared OMol25 entry of this formula, charge and spin) in kcal per mole: 30.7
LUMO (spin up / spin down) in Eh: -0.2349 / -0.2330
Net charge: +2
HOMO (spin up / spin down) in eV: -12.47 / -13.08
2S+1: 3
Kohn-Sham gap (spin up / spin down) in eV: 6.075 / 6.744

The geometry in XYZ format:
```
103
C44H36MoN12O7S3, DFT ωB97M-V/def2-TZVPD
Mo 0.7129 2.2011 -0.1039
N -0.7477 1.0310 0.4731
S -1.2288 -0.3012 0.9268
N -1.1355 -1.4755 -0.2454
S 0.0143 -2.5019 -0.4260
N 1.4970 -1.9760 -0.5887
S 1.8241 -0.6619 -1.4859
N 1.4019 0.6370 -0.8588
C 1.0515 -0.8833 -3.0940
C 1.5773 -1.8055 -3.9841
C 0.9755 -1.9510 -5.2230
C -0.1319 -1.1827 -5.5497
C -0.6476 -0.2651 -4.6460
C -0.0508 -0.1067 -3.4060
C 3.5898 -0.6783 -1.7653
C 4.4798 -1.4663 -1.0594
C 5.8339 -1.3530 -1.3415
C 6.2719 -0.4634 -2.3110
C 5.3676 0.3269 -3.0077
C 4.0163 0.2298 -2.7258
C -0.3786 -3.4618 -1.8816
C 0.5479 -4.4388 -2.2169
C 0.3195 -5.2285 -3.3297
C -0.8253 -5.0319 -4.0892
C -1.7400 -4.0480 -3.7438
C -1.5223 -3.2513 -2.6297
C 0.0659 -3.6701 0.9255
C -1.1092 -4.3536 1.2041
C -1.1227 -5.2608 2.2499
C 0.0293 -5.4716 2.9952
C 1.1964 -4.7824 2.7020
C 1.2214 -3.8742 1.6562
C -2.9840 -0.2036 1.2861
C -3.7625 -1.3202 1.5351
C -5.0993 -1.1492 1.8598
C -5.6425 0.1254 1.9274
C -4.8591 1.2375 1.6536
C -3.5216 1.0728 1.3371
C -0.3311 -0.9622 2.3503
C -0.9759 -1.5547 3.4223
C -0.2282 -1.9043 4.5355
C 1.1336 -1.6526 4.5707
C 1.7671 -1.0696 3.4845
C 1.0341 -0.7209 2.3637
H 2.4473 -2.3859 -3.7170
H 1.3804 -2.6483 -5.9389
H -0.5861 -1.2879 -6.5216
H -1.5008 0.3375 -4.9130
H -0.4119 0.6186 -2.6776
H 4.1143 -2.1487 -0.3094
H 6.5470 -1.9573 -0.8017
H 7.3250 -0.3880 -2.5314
H 5.7108 1.0169 -3.7632
H 3.2882 0.8431 -3.2377
H 1.4288 -4.5671 -1.6072
H 1.0259 -5.9975 -3.6010
H -1.0078 -5.6547 -4.9512
H -2.6287 -3.9067 -4.3388
H -2.2154 -2.4802 -2.3342
H -1.9875 -4.1781 0.6001
H -2.0239 -5.8092 2.4780
H 0.0190 -6.1865 3.8027
H 2.0902 -4.9560 3.2802
H 2.1100 -3.3221 1.3995
H -3.3306 -2.3051 1.4622
H -5.7127 -2.0132 2.0624
H -6.6793 0.2554 2.1952
H -5.2811 2.2306 1.6889
H -2.8846 1.9144 1.1030
H -2.0422 -1.7163 3.4151
H -0.7176 -2.3430 5.3906
H 1.7002 -1.8970 5.4552
H 2.8235 -0.8557 3.5231
H 1.5049 -0.2277 1.5183
N 2.0414 3.1173 -1.0908
C 2.8207 3.5029 -1.9109
N 3.7039 3.7042 -2.7178
C 4.2715 4.4667 -3.5888
N 4.8301 5.0800 -4.3827
O -4.5943 6.1476 3.9371
N -3.8994 5.2182 4.2555
O -3.9593 4.5971 5.2862
C -2.8867 4.7882 3.2895
C -2.8599 5.3838 2.0284
C -1.9017 4.9582 1.1240
C -0.9408 3.9881 1.4632
O -0.0699 3.5576 0.6104
C -1.0206 3.3731 2.7478
C -2.0128 3.7786 3.6453
N -0.2245 2.2668 3.0197
O 0.8581 2.0951 2.3636
O -0.6242 1.4157 3.8289
N -1.8798 5.4578 -0.2321
O -1.4813 4.6869 -1.0919
O -2.2896 6.5686 -0.4335
H -3.5889 6.1364 1.7623
H -2.0953 3.3044 4.6136
N 0.4486 6.3775 0.5430
N 1.1516 5.8230 -0.5646
H 0.2153 7.3649 0.4150
H 1.0389 6.2924 1.3676
H 2.0119 6.3289 -0.7799
H 0.5477 5.8569 -1.3848
```

Entry 2:
C3H8NO | ωB97M-V/def2-TZVPD

## Properties
Relative energy (zero: lowest compared OMol25 entry of this formula, charge and spin) in kcal per mole: 6.5
LUMO (spin up / spin down) in Eh: 0.0176 / 0.0174
HOMO (spin up / spin down) in eV: -5.98 / -8.44
2S+1: 2
Kohn-Sham gap (spin up / spin down) in eV: 6.455 / 8.911

The geometry in XYZ format:
```
13
C3H8NO, DFT ωB97M-V/def2-TZVPD
C 1.0584 0.4874 -0.3741
C 1.7207 1.5037 0.1906
C 0.1052 -0.6708 1.5216
N 0.0419 -0.2523 0.2228
H 1.0523 0.3925 -1.4555
H 1.8115 1.6327 1.2612
H 2.2742 2.2498 -0.3630
H -0.7673 -1.0987 1.9870
H 1.0591 -0.7172 2.0170
H -0.6335 -0.6725 -0.4081
H -2.9107 -0.2489 -1.6015
H -2.4780 -1.6826 -1.7859
O -2.3339 -0.9230 -1.2122
```

Entry 3:
CH3N3S | ωB97M-V/def2-TZVPD

## Properties
Relative energy (zero: lowest compared OMol25 entry of this formula, charge and spin) in kcal per mole: 44.4
LUMO in Eh: 0.0028
HOMO in eV: -8.42
2S+1: 1
Kohn-Sham gap in eV: 8.495

The geometry in XYZ format:
```
8
CH3N3S, DFT ωB97M-V/def2-TZVPD
C 1.9420 0.3380 -0.6526
N -0.4913 0.2662 0.6394
N -1.5513 -0.1508 0.5814
N -2.6973 -0.3604 0.6110
S 2.4944 -0.2583 0.6908
H 0.8783 0.4102 -0.8403
H 2.6783 0.8298 -1.3490
H -3.2532 -1.0748 0.3193
```

Entry 4:
C20H30FN2O5 | ωB97M-V/def2-TZVPD

## Properties
LUMO in Eh: -0.1588
Net charge: +1
HOMO in eV: -10.61
2S+1: 1
Kohn-Sham gap in eV: 6.287

The geometry in XYZ format:
```
58
C20H30FN2O5, DFT ωB97M-V/def2-TZVPD
O -2.3427 0.6025 1.5014
C -2.4503 0.9025 0.3576
F -3.0663 2.0295 -0.0299
C -1.9050 0.0940 -0.7958
C -0.5658 -0.4733 -0.3951
C -0.3802 -1.8301 -0.2896
N 0.8215 -2.3127 0.0609
C 1.8808 -1.5345 0.3034
C 1.7568 -0.1651 0.2119
C 2.9125 0.7313 0.4426
C 3.8050 0.5027 1.4793
C 4.8771 1.3672 1.6269
C 4.9974 2.4142 0.7316
C 4.0325 2.5736 -0.2545
N 2.9976 1.7539 -0.4093
C 0.5183 0.3583 -0.1409
H -2.6011 -0.7137 -1.0046
H -1.7709 0.7139 -1.6779
H -1.1568 -2.5539 -0.4743
H 0.9680 -3.3169 0.1491
H 2.8153 -2.0054 0.5614
H 3.6569 -0.3207 2.1624
H 5.6128 1.2345 2.4045
H 5.8190 3.1099 0.7914
H 4.1111 3.3949 -0.9518
H 0.4172 1.4326 -0.2128
C -4.0223 4.8833 1.3351
O -4.1561 6.0805 0.5940
C -4.8926 5.9244 -0.6080
C -6.3216 6.3967 -0.4657
O -7.0541 5.5913 0.4412
C -7.2076 6.1739 1.7235
H -3.6402 5.1494 2.3194
H -4.9805 4.3715 1.4539
H -3.3092 4.2124 0.8517
H -4.8782 4.8786 -0.9334
H -4.3959 6.5266 -1.3750
H -6.8140 6.3240 -1.4403
H -6.3417 7.4455 -0.1548
H -7.9306 6.9953 1.6922
H -6.2576 6.5468 2.1133
H -7.5862 5.4003 2.3891
C 3.1272 -8.1469 -1.6836
O 4.1154 -7.1581 -1.9255
C 3.5981 -5.9188 -2.3600
C 3.5693 -4.9064 -1.2368
O 2.6548 -5.2740 -0.2047
C 3.2970 -5.8662 0.9205
H 3.6131 -8.9692 -1.1636
H 2.3142 -7.7629 -1.0624
H 2.7159 -8.5208 -2.6259
H 2.5972 -6.0414 -2.7865
H 4.2581 -5.5425 -3.1473
H 3.2412 -3.9417 -1.6425
H 4.5735 -4.7758 -0.8240
H 3.8275 -5.1097 1.5084
H 4.0010 -6.6385 0.6105
H 2.5240 -6.3170 1.5395
```

Number 1: calculated total energy -4143.67389 Eh, molar mass 1036.99 g/mol. Number 2: calculated total energy -249.00559 Eh, molar mass 74.10 g/mol. Number 3: calculated total energy -602.22411 Eh, molar mass 89.12 g/mol. Number 4: calculated total energy -1365.37055 Eh, molar mass 397.47 g/mol.